No. 1
Entry from the Open Molecules 2025 dataset: C23H25FeN2O3S as an isolated structure (ωB97M-V/def2-TZVPD).

Results
multiplicity = 5
total charge = +1

Atoms and positions in Å:
O -3.136 2.004 2.562
C -3.899 1.369 1.951
Fe -4.893 0.131 1.263
C -4.953 -0.946 2.670
O -4.698 -1.366 3.727
C -6.414 0.960 1.466
O -7.206 1.541 2.095
C -1.807 -1.053 -0.321
C -2.193 0.356 -0.618
C -3.689 0.650 -0.441
C -4.580 -0.447 -0.666
C -4.178 -1.627 0.031
C -2.768 -1.869 0.236
H -0.829 -1.412 -0.638
H -1.614 1.091 -0.031
H -1.946 0.543 -1.681
H -3.980 1.669 -0.731
H -5.452 -0.409 -1.319
H -4.880 -2.456 0.179
H -2.486 -2.786 0.780
C 2.300 -2.999 1.988
C 1.795 -2.453 0.653
C 2.888 -2.561 -0.416
C 0.624 -3.330 0.201
C 1.373 -0.980 0.839
C 2.513 -0.100 1.308
C 2.397 1.359 0.934
N 2.058 1.450 -0.491
C 2.325 2.554 -1.316
C 1.731 2.410 -2.574
C 1.965 3.360 -3.569
C 2.823 4.435 -3.287
C 3.415 4.569 -2.021
C 3.161 3.628 -1.012
S 0.781 0.955 -2.678
C 1.181 0.540 -1.003
N 0.701 -0.476 -0.355
H 1.525 -2.904 2.761
H 2.548 -4.065 1.902
H 3.199 -2.480 2.339
H 2.576 -2.029 -1.323
H 3.847 -2.161 -0.070
H 3.040 -3.616 -0.686
H 0.258 -3.023 -0.785
H 0.969 -4.374 0.116
H -0.203 -3.312 0.923
H 0.598 -0.968 1.620
H 2.583 -0.184 2.396
H 3.470 -0.461 0.923
H 1.607 1.852 1.521
H 3.340 1.891 1.090
H 1.486 3.236 -4.538
H 3.035 5.171 -4.064
H 4.083 5.409 -1.820
H 3.607 3.714 -0.018

Here are the Löwdin charges for atoms 1 to 5, given in e: atom 1 (O): 0.1211, atom 2 (C): -0.1827, atom 3 (Fe): 0.1912, atom 4 (C): -0.1111, atom 5 (O): 0.1321


No. 2
Entry from the Open Molecules 2025 dataset: one molecule with the formula C6H10N2 (ωB97M-V/def2-TZVPD).

Results
SMILES = [H]/N=C\C(C)=N\C(=C)C

Atoms and positions in Å:
C -0.894 -0.330 -1.656
C 0.466 1.979 1.588
C 0.249 -0.621 -0.765
C -0.285 0.756 1.171
C 1.509 -1.721 -1.562
C -1.532 0.482 1.538
N 0.720 -0.382 0.352
N 2.011 -2.726 -0.979
H 1.666 -2.800 -0.012
H 1.788 -1.423 -2.584
H -0.853 -0.952 -2.554
H -0.897 0.724 -1.936
H -1.834 -0.585 -1.160
H 1.392 1.694 2.097
H 0.728 2.599 0.725
H -0.106 2.598 2.293
H -2.047 1.082 2.290
H -2.080 -0.372 1.156

Here are the Löwdin charges for atoms 1 to 5, given in e: atom 1 (C): -0.0572, atom 2 (C): -0.0883, atom 3 (C): -0.3282, atom 4 (C): -0.2876, atom 5 (C): -0.1484


No. 3
Entry from the Open Molecules 2025 dataset: a 2-piece molecular cluster, BrH2NOS2 overall (ωB97M-V/def2-TZVPD).

Atoms and positions in Å:
N -0.183 0.917 -0.620
O 0.425 -1.545 -0.271
S 2.294 0.485 0.358
S 0.429 -0.242 0.208
Br -2.736 -0.104 0.377
H 0.166 0.820 -1.502
H -0.396 -0.331 1.450

Here are the Löwdin charges for atoms 1 to 5, given in e: atom 1 (N): -0.2720, atom 2 (O): -0.4291, atom 3 (S): 0.4241, atom 4 (S): 0.0848, atom 5 (Br): 0.1781


So what do the calculations give for energy? Going down the list: -78590.0760 -9360.8751 -95278.1848 eV.
So what do the calculations give for strongest force on any atom? Going down the list: 5.5 6.0 4.2 eV Å⁻¹.